# 1
This record from OMol25 describes a 10-piece molecular cluster, C54H124N4O10 overall. The level of theory is ωB97M-V/def2-TZVPD.

## Properties
- HOMO level: -0.3015 hartree
- SMILES: CC1(C)CCCC(C)(C)N1O.CC1(C)CCCC(C)(C)N1O.CC1(C)CCCC(C)(C)N1O.CC1(C)CCCC(C)(C)N1O.CC(C)O.CC(C)O.CC(C)O.CC(C)O.CC(C)O.CC(C)O
- Charge: 0
- Energy relative to the best compared isomer or geometry (same formula, charge and spin): 1.874 eV

Each line ends with the Mulliken charge.
CARTESIAN COORDINATES (ANGSTROEM)
C -5.407 6.954 3.695  -1.815
C -4.610 6.470 2.528  1.841
C -5.511 6.671 1.257  -2.056
C -3.406 7.286 2.267  -1.459
C -2.244 7.001 3.266  -1.125
C -1.947 5.497 3.172  -1.285
C -3.134 4.616 3.503  2.439
C -2.728 3.132 3.151  -2.175
C -3.545 4.694 5.025  -1.635
N -4.246 5.013 2.588  0.943
O -5.397 4.296 2.931  -0.679
H -4.800 7.207 4.522  0.391
H -6.090 7.799 3.606  0.421
H -6.044 6.119 4.001  0.327
H -6.505 6.199 1.418  0.364
H -5.696 7.686 1.091  0.586
H -5.129 6.248 0.321  0.226
H -3.124 7.164 1.205  0.414
H -3.783 8.338 2.287  0.408
H -1.404 7.628 3.026  0.521
H -2.443 7.240 4.304  0.359
H -1.107 5.313 3.823  0.247
H -1.578 5.251 2.200  0.209
H -1.943 2.772 3.868  0.511
H -2.252 2.998 2.157  -0.083
H -3.545 2.397 3.224  0.656
H -3.298 3.756 5.495  0.470
H -4.633 4.752 5.059  0.319
H -3.111 5.549 5.599  0.282
H -5.332 3.609 2.268  0.340
C -0.394 -3.360 -2.187  -2.401
C -0.634 -4.722 -2.849  2.852
C -2.119 -5.064 -2.906  -1.470
C 0.047 -4.738 -4.247  -1.189
C 0.102 -6.072 -4.947  -0.737
C 0.938 -6.996 -4.086  -1.165
C 0.317 -7.106 -2.626  1.290
C -0.998 -8.010 -2.657  -1.760
C 1.321 -7.879 -1.750  -2.030
N 0.181 -5.752 -2.057  1.010
O -0.431 -5.826 -0.726  -0.618
H -0.631 -3.417 -1.154  0.618
H 0.675 -3.064 -2.155  -0.545
H -0.947 -2.623 -2.725  0.645
H -2.253 -5.888 -2.198  0.243
H -2.673 -4.150 -2.554  0.289
H -2.387 -5.413 -3.899  0.262
H -0.403 -4.057 -4.968  0.338
H 1.084 -4.477 -4.110  0.250
H -0.870 -6.468 -5.264  0.295
H 0.597 -5.906 -5.861  0.534
H 1.964 -6.636 -4.071  0.331
H 0.925 -8.025 -4.534  0.294
H -0.743 -9.051 -2.450  0.456
H -1.658 -7.832 -3.524  0.262
H -1.514 -7.768 -1.728  0.431
H 2.303 -7.423 -1.764  0.145
H 1.414 -8.871 -2.209  0.666
H 0.890 -8.064 -0.754  0.437
H 0.247 -5.340 -0.205  0.431
C 4.578 -4.360 -1.856  -1.524
C 4.456 -3.506 -0.568  2.693
C 5.192 -2.154 -0.849  -2.708
C 3.109 -3.100 -0.142  -1.556
C 2.238 -4.198 0.445  1.205
C 2.988 -4.709 1.687  -1.595
C 4.386 -5.192 1.384  1.732
C 5.136 -5.317 2.728  -1.851
C 4.389 -6.507 0.610  -1.319
N 5.061 -4.081 0.578  0.754
O 6.389 -4.546 0.293  -0.610
H 3.694 -5.025 -1.990  -0.144
H 4.807 -3.775 -2.768  0.442
H 5.460 -4.983 -1.804  0.391
H 5.181 -1.496 -0.015  0.411
H 6.194 -2.392 -1.155  0.674
H 4.691 -1.685 -1.642  0.572
H 3.225 -2.256 0.572  -0.369
H 2.594 -2.692 -1.002  0.556
H 1.250 -3.793 0.724  1.323
H 2.074 -5.026 -0.252  -1.414
H 2.380 -5.435 2.223  0.860
H 3.057 -3.895 2.386  -0.537
H 5.104 -4.375 3.245  0.262
H 6.098 -5.743 2.546  0.444
H 4.472 -5.943 3.357  0.344
H 3.906 -6.357 -0.334  -0.104
H 3.851 -7.293 1.155  0.370
H 5.412 -6.851 0.401  0.390
H 6.894 -3.859 0.785  0.369
C 3.608 1.038 -0.787  -1.868
C 3.314 2.257 -1.630  2.165
C 4.637 2.870 -2.028  -2.173
C 2.531 1.859 -2.880  -0.690
C 2.026 3.099 -3.677  -0.902
C 1.225 3.998 -2.752  -1.072
C 1.901 4.406 -1.414  1.884
C 2.908 5.589 -1.568  -1.723
C 0.743 4.818 -0.514  -2.145
N 2.466 3.157 -0.827  1.404
O 3.185 3.521 0.347  -0.693
H 2.726 0.437 -0.483  -0.187
H 4.201 0.322 -1.475  0.110
H 4.264 1.260 0.042  0.478
H 5.094 3.365 -1.201  0.443
H 5.412 2.222 -2.422  0.345
H 4.565 3.613 -2.838  0.360
H 3.133 1.218 -3.511  0.496
H 1.659 1.282 -2.619  -0.380
H 2.843 3.611 -4.159  0.365
H 1.271 2.835 -4.454  0.520
H 0.406 3.352 -2.426  0.080
H 0.767 4.812 -3.340  0.445
H 2.471 6.439 -2.079  0.387
H 3.847 5.267 -1.998  0.282
H 3.161 5.848 -0.531  0.388
H 1.178 5.198 0.407  0.420
H 0.011 4.044 -0.370  0.161
H 0.224 5.668 -1.017  0.524
H 2.565 3.433 1.066  0.128
C 2.697 -1.720 4.251  -0.729
C 3.998 -1.433 3.438  2.556
C 4.082 0.024 3.046  -1.099
O 5.137 -1.858 4.184  -0.608
H 2.784 -1.202 5.241  0.372
H 2.523 -2.790 4.329  0.334
H 1.946 -1.223 3.647  -0.093
H 4.035 -2.126 2.614  -1.698
H 5.101 0.234 2.708  0.488
H 4.016 0.685 3.954  0.419
H 3.319 0.391 2.377  -0.202
H 5.128 -1.283 4.939  0.405
C 1.260 2.029 4.791  -1.576
C 1.291 2.898 3.609  2.797
C 2.295 4.050 3.853  -1.781
O 1.621 2.261 2.342  1.073
H 2.232 1.635 5.134  0.297
H 0.513 1.214 4.590  0.291
H 0.810 2.572 5.623  0.496
H 0.277 3.300 3.626  -1.414
H 2.146 4.902 3.175  0.323
H 3.358 3.697 3.655  0.284
H 2.229 4.440 4.874  0.523
H 0.759 2.006 2.002  -0.757
C -3.721 -0.782 -4.107  -0.820
C -2.861 -0.227 -5.202  0.356
C -1.961 0.901 -4.764  -0.953
O -2.059 -1.242 -5.811  -0.568
H -4.211 0.071 -3.627  0.014
H -3.052 -1.285 -3.425  0.063
H -4.526 -1.423 -4.436  0.568
H -3.599 0.130 -5.923  0.292
H -1.251 0.529 -4.085  0.002
H -2.511 1.717 -4.347  0.437
H -1.377 1.299 -5.662  0.362
H -2.632 -1.968 -6.103  0.337
C -3.679 3.439 -0.324  -0.114
C -5.194 3.218 -0.536  0.309
C -5.387 2.434 -1.792  -0.939
O -5.673 2.489 0.612  -0.582
H -3.347 4.218 -1.025  0.530
H -3.177 2.480 -0.559  -0.263
H -3.429 3.821 0.672  -0.334
H -5.684 4.205 -0.535  0.365
H -4.871 1.461 -1.737  -0.153
H -4.980 3.036 -2.654  0.335
H -6.427 2.310 -2.015  0.563
H -6.658 2.461 0.660  0.265
C -5.634 -1.248 0.059  -1.014
C -4.608 -1.077 1.188  0.785
C -3.594 -2.194 1.370  -1.150
O -3.926 0.189 0.959  -0.007
H -5.183 -0.818 -0.826  -0.029
H -6.454 -0.582 0.269  0.329
H -5.963 -2.299 -0.033  0.404
H -5.131 -0.896 2.144  0.192
H -2.856 -2.179 0.567  -0.095
H -4.095 -3.198 1.371  0.429
H -3.007 -2.100 2.270  0.382
H -4.584 0.930 0.964  -0.121
C 0.382 -0.861 0.786  0.110
C -0.010 0.405 0.005  1.676
C -0.680 0.116 -1.297  -1.218
O -0.834 1.278 0.792  0.136
H 0.960 -0.537 1.683  -0.980
H 0.976 -1.635 0.229  -0.486
H -0.496 -1.365 1.168  0.423
H 0.848 1.079 -0.166  -0.564
H -1.598 -0.560 -1.159  -0.091
H -0.034 -0.321 -2.034  0.711
H -1.024 1.056 -1.775  0.036
H -1.712 0.869 0.898  -0.367

# 2
This record from OMol25 describes C3H3FO2Sm as an isolated structure. The level of theory is ωB97M-V/def2-TZVPD.

## Properties
- HOMO level (spin up / spin down): -0.6592 / -0.6597 hartree
- Multiplicity: 7
- Charge: +2
- Energy relative to the best compared isomer or geometry (same formula, charge and spin): 0.581 eV

Each line ends with the Mulliken charge.
CARTESIAN COORDINATES (ANGSTROEM)
F -1.943 -1.081 2.553  -0.379
H -1.769 0.938 -0.714  0.389
H -1.386 -1.680 2.038  0.395
O 1.128 -0.554 -0.390  -0.233
O 0.266 1.489 -0.597  -0.230
C -0.233 -0.656 -0.493  -0.245
C -0.746 0.575 -0.666  0.019
C 1.462 0.792 -0.475  -0.145
H -0.654 -1.638 -0.687  0.509
Sm 3.875 1.814 -0.569  1.918

# 3
This record from OMol25 describes C51H39BrN4O4W as an isolated structure. The level of theory is ωB97M-V/def2-TZVPD.

## Properties
- HOMO level (spin up / spin down): -0.4583 / -0.4855 hartree
- Multiplicity: 3
- Charge: +2
- Energy relative to the best compared isomer or geometry (same formula, charge and spin): 1.163 eV

Each line ends with the Mulliken charge.
CARTESIAN COORDINATES (ANGSTROEM)
W -0.275 0.157 -0.244  1.885
O -0.831 -0.431 1.509  0.872
C -1.234 -1.724 1.920  1.828
C 0.031 -2.552 2.089  -1.808
C 0.916 -2.822 0.889  0.464
C 1.607 -4.023 0.902  -0.987
C 2.606 -4.256 -0.023  -1.213
C 2.910 -3.249 -0.913  -1.146
C 2.171 -2.075 -0.910  -0.330
C 2.582 -0.996 -1.869  -1.217
C 2.727 0.371 -1.196  1.839
O 1.464 0.741 -0.663  1.099
C 3.764 0.241 -0.079  0.889
C 3.409 -0.076 1.229  0.059
C 4.380 -0.250 2.209  -1.056
C 5.723 -0.121 1.890  -0.882
C 6.088 0.183 0.585  -0.820
C 5.117 0.366 -0.388  -0.689
C 3.102 1.468 -2.187  -0.224
C 3.099 1.279 -3.562  -0.172
C 3.364 2.340 -4.425  -0.987
C 3.632 3.599 -3.917  -0.603
C 3.654 3.794 -2.538  -0.983
C 3.391 2.737 -1.686  -0.199
N 1.144 -1.876 -0.057  0.541
C -2.209 -2.313 0.888  0.755
C -3.454 -1.622 0.818  0.023
C -4.557 -2.199 0.243  -1.074
C -4.478 -3.527 -0.181  -0.851
C -3.349 -4.297 0.085  -0.994
C -2.259 -3.707 0.683  -0.165
C -1.943 -1.614 3.269  -0.303
C -2.960 -2.473 3.671  -0.171
C -3.519 -2.357 4.938  -1.142
C -3.065 -1.384 5.817  -0.609
C -2.045 -0.528 5.425  -1.001
C -1.487 -0.644 4.160  -0.375
H -0.214 -3.498 2.571  0.513
H 0.645 -2.002 2.810  0.785
H 1.380 -4.752 1.668  0.588
H 3.160 -5.185 -0.022  0.470
H 3.731 -3.351 -1.610  0.605
H 1.876 -0.927 -2.690  -0.135
H 3.546 -1.278 -2.292  1.005
H 2.367 -0.195 1.494  -0.013
H 4.085 -0.489 3.223  0.519
H 6.481 -0.257 2.651  0.415
H 7.133 0.284 0.324  0.477
H 5.417 0.616 -1.399  0.518
H 2.911 0.302 -3.990  0.440
H 3.371 2.174 -5.495  0.475
H 3.836 4.424 -4.587  0.453
H 3.884 4.771 -2.132  0.465
H 3.419 2.892 -0.613  0.396
H -3.489 -0.607 1.200  0.523
H -5.483 -1.649 0.143  0.568
H -5.333 -3.987 -0.662  0.484
H -3.346 -5.353 -0.149  0.537
H -1.377 -4.301 0.891  0.302
H -3.325 -3.253 3.012  0.362
H -4.310 -3.031 5.237  0.459
H -3.501 -1.297 6.803  0.423
H -1.679 0.228 6.108  0.458
H -0.694 0.027 3.854  0.299
C -4.371 1.511 -1.356  -1.285
C -3.100 0.931 -1.403  -0.002
N -2.155 1.213 -0.518  1.363
C -2.425 2.137 0.436  -0.347
C -3.669 2.741 0.579  1.252
C -4.667 2.394 -0.352  -0.994
C -3.869 3.699 1.636  -1.074
C -2.849 4.062 2.438  -1.056
C -1.530 3.512 2.249  1.244
C -0.397 3.928 2.981  -0.895
C 0.823 3.385 2.691  -1.413
C 0.920 2.402 1.691  -0.074
N -0.131 1.985 1.021  0.442
C -1.334 2.541 1.279  -0.191
H -5.101 1.243 -2.106  0.551
H -2.846 0.215 -2.171  0.295
H -5.651 2.841 -0.279  0.518
H -4.853 4.134 1.761  0.491
H -2.998 4.792 3.223  0.480
H -0.499 4.688 3.747  0.509
H 1.717 3.698 3.212  0.575
H 1.868 1.953 1.429  0.292
O -0.210 0.954 -6.785  -0.537
C -0.250 0.715 -5.472  0.637
C -0.249 -0.559 -4.908  -0.741
C -0.284 -0.665 -3.540  -1.013
N -0.311 0.375 -2.688  0.401
C -0.291 1.589 -3.265  0.059
Br -0.249 3.132 -2.196  0.007
C -0.274 1.812 -4.624  -0.888
H -0.215 0.136 -7.296  0.325
H -0.221 -1.453 -5.518  0.445
H -0.286 -1.646 -3.094  0.283
H -0.262 2.815 -5.023  0.548
O -1.944 -2.096 -1.733  -0.413
C -1.543 -1.583 -0.780  -0.440

Q: What is the energy relative to the best compared isomer or geometry (same formula, charge and spin) in the first record?
A: 1.874 eV

Q: What is the charge in the second record?
A: +2